The following is a quantum chemistry calculation of a cluster of 2 separate species, C9H14O in total in a non-equilibrium geometry, from the OMol25 dataset.

Last columns: bonded neighbours and bond lengths (Å).
Element x y z (Å)
1 C 1.2286 0.3734 -2.8882  C5 1.489, H13 1.092, H14 1.087, H16 1.096
2 C -0.1030 -2.6412 -1.0543  C3 1.376, C4 1.424, H9 1.079
3 C -0.0248 -1.6182 -1.9713  C2 1.376, C5 1.412, H10 1.079
4 C 0.9242 -2.7903 -0.0800  C2 1.424, C6 1.414, O8 1.322
5 C 1.0589 -0.7165 -1.8874  C1 1.489, C3 1.412, C7 1.426
6 C 1.9662 -1.8437 0.0532  C4 1.414, C7 1.364, H12 1.089
7 C 2.0734 -0.8721 -0.8974  C5 1.426, C6 1.364, H15 1.089
8 O 0.9549 -3.8634 0.6920  C4 1.322, H11 0.975
9 H -0.8471 -3.4027 -1.2280  C2 1.079
10 H -0.8777 -1.4989 -2.6214  C3 1.079
11 H 0.0925 -4.0542 1.1046  O8 0.975
12 H 2.7000 -1.9016 0.8555  C6 1.089
13 H 0.7855 0.1118 -3.8508  C1 1.092
14 H 2.2764 0.5234 -3.1357  C1 1.087
15 H 2.9063 -0.1738 -0.8309  C7 1.089
16 H 0.7961 1.3025 -2.5004  C1 1.096
17 C -2.3303 2.4310 3.0280  C18 1.555, H19 1.083, H20 1.096, H21 1.084
18 C -1.6857 3.4467 2.0422  C17 1.555, H22 1.083, H23 1.098, H24 1.082
19 H -3.4017 2.5622 3.1167  C17 1.083
20 H -2.2293 1.4455 2.5581  C17 1.096
21 H -1.8025 2.3765 3.9727  C17 1.084
22 H -1.3383 4.3076 2.6005  C18 1.083
23 H -0.7730 2.9248 1.7258  C18 1.098
24 H -2.3495 3.5710 1.1965  C18 1.082

Properties
HOMO level (spin up / spin down) ... -13.731 / -13.731 eV
Multiplicity ... 2
Charge ... +1
E ... -426.25015 a.u.
LUMO (spin up / spin down) ... -4.02 / -7.79 eV
Gap between HOMO and LUMO (spin up / spin down) ... 0.3569 / 0.2182 Ha
Energy above the lowest of the compared OMol25 structures with the same formula, charge and spin ... 0.7100 eV